(1)
Here is a molecular structure, C36H34B2ClF4N7O6P2Se2Ti at a distorted geometry from the Open Molecules 2025 dataset. Energies are from the ωB97M-V functional and the def2-TZVPD basis.

- energy above the lowest of the compared OMol25 structures with the same formula, charge and spin (kcal/mol) = 89.0
- LUMO energy (alpha / beta) (Ha) = -0.064 / -0.063

```
95
C36H34B2ClF4N7O6P2Se2Ti the ωB97M-V functional and the def2-TZVPD basis
Ti 0.283 -0.162 0.049
C 4.475 0.631 -0.613
C 3.136 0.204 -0.135
N 2.096 0.116 -0.873
O 2.089 0.496 -2.167
B 0.862 -0.118 -2.863
F 1.081 -0.004 -4.190
F 0.729 -1.390 -2.336
O -0.452 0.621 -2.550
N -1.255 0.084 -1.497
C -1.853 -1.225 -1.773
C -2.618 -1.372 -3.041
C -1.587 -2.162 -0.840
N -0.656 -1.840 0.133
O -0.613 -2.598 1.282
B 0.742 -2.653 1.916
F 1.716 -3.002 0.990
F 0.675 -3.473 2.998
O 1.133 -1.254 2.491
N 1.594 -0.496 1.465
C 2.839 -0.273 1.278
C 3.886 -0.517 2.292
C -2.214 -3.517 -0.841
H 4.459 0.767 -1.690
H 5.226 -0.114 -0.350
H 4.761 1.573 -0.138
H -2.089 -0.873 -3.856
H -3.625 -0.952 -2.979
H -2.702 -2.423 -3.308
H 3.448 -0.987 3.167
H 4.334 0.440 2.572
H 4.676 -1.153 1.888
H -3.246 -3.454 -1.179
H -2.183 -3.942 0.159
H -1.666 -4.189 -1.505
Se -6.686 3.412 -2.431
P -4.748 4.112 -2.063
C -4.710 5.292 -0.700
C -4.613 4.770 0.589
C -4.751 5.600 1.689
C -4.993 6.956 1.506
C -5.108 7.476 0.224
C -4.977 6.646 -0.879
C -3.994 4.830 -3.543
C -4.253 4.193 -4.759
C -3.713 4.688 -5.933
C -2.927 5.835 -5.909
C -2.689 6.484 -4.709
C -3.221 5.982 -3.527
C -3.612 2.747 -1.538
C -2.273 2.398 -1.697
N -2.290 1.074 -1.372
N -3.477 0.652 -1.003
N -4.285 1.650 -1.089
P -0.665 3.265 -1.759
Se 0.545 2.580 -0.119
C -0.863 5.012 -1.349
C -1.431 5.367 -0.124
C -1.454 6.694 0.269
C -0.878 7.668 -0.535
C -0.283 7.317 -1.738
C -0.278 5.993 -2.149
C -0.010 3.183 -3.419
C -0.843 2.921 -4.500
C -0.310 2.883 -5.779
C 1.048 3.088 -5.972
C 1.882 3.337 -4.888
C 1.356 3.381 -3.608
H -4.442 3.710 0.732
H -4.679 5.189 2.687
H -5.105 7.605 2.365
H -5.315 8.528 0.083
H -5.111 7.051 -1.874
H -4.895 3.321 -4.771
H -3.916 4.187 -6.870
H -2.515 6.228 -6.829
H -2.089 7.385 -4.686
H -3.039 6.499 -2.598
H -1.849 4.607 0.524
H -1.910 6.965 1.211
H -0.887 8.703 -0.218
H 0.171 8.074 -2.364
H 0.167 5.732 -3.097
H -1.900 2.745 -4.346
H -0.955 2.678 -6.622
H 1.462 3.043 -6.970
H 2.943 3.480 -5.040
H 2.003 3.547 -2.755
Cl -3.111 2.354 2.957
C -1.979 1.020 3.410
C -0.800 1.050 2.469
O 0.226 1.611 2.771
O -1.028 0.428 1.327
H -2.539 0.093 3.324
H -1.644 1.206 4.424
```

Want to see where the charge sits? The Mulliken charges in e are:
1 Ti -0.9682
2 C -1.8404
3 C 0.7489
4 N 1.1085
5 O -0.4524
6 B 0.4008
7 F -0.3435
8 F -0.2872
9 O 0.1786
10 N 0.4784
11 C 0.8986
12 C -1.8702
13 C -0.2836
14 N 1.9262
15 O -0.6228
16 B 0.9689
17 F -0.3984
18 F -0.3598
19 O -0.5338
20 N 0.6127
21 C 0.4405
22 C -1.8802
23 C -1.9723
24 H 0.3823
25 H 0.4111
26 H 0.3283
27 H 0.2023
28 H 0.2869
29 H 0.5655
30 H 0.4104
31 H 0.3686
32 H 0.4036
33 H 0.4776
34 H 0.4291
35 H 0.3449
36 Se -0.3234
37 P -0.1884
38 C 0.6110
39 C -0.4084
40 C -0.5235
41 C -0.6783
42 C -0.7762
43 C -0.1264
44 C 0.7946
45 C -0.6696
46 C -0.7819
47 C -0.6284
48 C -0.9908
49 C 0.2961
50 C 0.2150
51 C -0.0133
52 N 0.7100
53 N -0.6701
54 N -0.8817
55 P 0.5134
56 Se 0.0478
57 C 1.0190
58 C -0.5624
59 C -0.7344
60 C -0.7942
61 C -0.7970
62 C -0.3956
63 C 0.6679
64 C -0.6280
65 C -0.7741
66 C -0.7185
67 C -0.8158
68 C -0.3936
69 H 0.3924
70 H 0.3933
71 H 0.4151
72 H 0.4291
73 H 0.5238
74 H 0.3733
75 H 0.4592
76 H 0.4204
77 H 0.4682
78 H 0.2696
79 H 0.6848
80 H 0.5280
81 H 0.4216
82 H 0.4618
83 H 0.4161
84 H 0.5302
85 H 0.5029
86 H 0.4195
87 H 0.4443
88 H 0.5012
89 Cl -0.1679
90 C -0.7677
91 C 0.6670
92 O -0.5504
93 O -0.1346
94 H 0.2727
95 H 0.4656

---

(2)
Here is a molecular structure, C36H34Br2Cl5N2O3Tc at a distorted geometry from the Open Molecules 2025 dataset. Energies are from the ωB97M-V functional and the def2-TZVPD basis.

- spin multiplicity = 4
- energy above the lowest of the compared OMol25 structures with the same formula, charge and spin (kcal/mol) = 25.1
- total charge = +1
- LUMO energy (alpha / beta) (Ha) = -0.146 / -0.180
- expectation value of S² = 3.80

```
83
C36H34Br2Cl5N2O3Tc the ωB97M-V functional and the def2-TZVPD basis
Tc 0.316 -0.817 -0.090
O 0.769 -2.016 4.392
C 2.111 -2.140 4.276
C 2.978 -2.074 5.360
C 4.335 -2.268 5.174
C 4.843 -2.529 3.913
C 3.992 -2.567 2.823
C 2.633 -2.375 2.999
C 1.638 -2.435 1.860
O 0.967 -1.266 1.679
N 2.251 -2.785 0.582
N 1.382 -2.510 -0.427
C 1.342 -3.322 -1.441
C 0.398 -3.251 -2.496
Br -1.246 -2.336 -2.021
C 0.480 -3.850 -3.705
C 1.670 -4.433 -4.269
C 2.964 -4.092 -3.843
C 4.070 -4.712 -4.389
C 3.917 -5.652 -5.397
C 2.648 -5.964 -5.863
C 1.535 -5.368 -5.306
H 0.524 -1.737 5.282
H 2.579 -1.891 6.347
H 4.999 -2.214 6.022
H 5.899 -2.703 3.777
H 4.389 -2.750 1.836
H 0.894 -3.222 2.137
H 2.675 -3.712 0.558
H 2.029 -4.164 -1.462
H -0.409 -3.889 -4.318
H 3.105 -3.294 -3.127
H 5.061 -4.457 -4.042
H 4.786 -6.119 -5.837
H 2.535 -6.674 -6.667
H 0.553 -5.636 -5.664
C -3.852 4.904 3.611
C -4.684 4.009 2.677
C -5.485 4.911 1.733
C -5.684 3.172 3.490
C -3.728 3.079 1.953
C -3.052 2.085 2.663
C -2.138 1.278 2.033
Br -1.298 -0.092 3.041
C -1.809 1.384 0.648
O -0.903 0.612 0.153
C -2.564 2.350 -0.092
C -3.471 3.151 0.585
C -2.494 2.511 -1.607
C -1.413 1.653 -2.265
C -2.200 3.971 -1.987
C -3.857 2.072 -2.176
H -4.508 5.587 4.145
H -3.144 5.495 3.034
H -3.301 4.318 4.342
H -6.160 5.525 2.323
H -6.088 4.327 1.043
H -4.842 5.585 1.174
H -6.437 3.826 3.923
H -5.203 2.634 4.302
H -6.183 2.453 2.844
H -3.229 1.926 3.715
H -4.017 3.880 0.011
H -0.432 1.873 -1.844
H -1.382 1.874 -3.331
H -1.648 0.597 -2.153
H -1.250 4.285 -1.557
H -2.973 4.658 -1.656
H -2.128 4.051 -3.069
H -4.095 1.060 -1.852
H -3.823 2.083 -3.262
H -4.662 2.727 -1.856
Cl 2.732 0.844 1.921
C 3.007 0.850 0.236
C 2.072 0.280 -0.635
C 2.363 0.385 -1.994
Cl 1.231 -0.284 -3.104
C 3.510 0.988 -2.497
Cl 3.792 1.059 -4.185
C 4.440 1.517 -1.601
Cl 5.874 2.240 -2.180
C 4.185 1.447 -0.231
Cl 5.322 2.083 0.877
```

Want to see where the charge sits? The Mulliken charges in e are:
1 Tc -0.2270
2 O -0.4327
3 C 0.5940
4 C -0.7025
5 C -0.6035
6 C -0.9459
7 C -0.2678
8 C -0.0090
9 C 0.4120
10 O -0.2446
11 N -0.3881
12 N 0.3351
13 C -0.3634
14 C 0.0064
15 Br -0.1220
16 C -0.7412
17 C 0.8493
18 C -0.3408
19 C -0.7729
20 C -0.4376
21 C -0.5679
22 C -0.6453
23 H 0.3073
24 H 0.3502
25 H 0.4149
26 H 0.4148
27 H 0.4390
28 H 0.2174
29 H 0.4084
30 H 0.7049
31 H 0.3942
32 H 0.5507
33 H 0.4139
34 H 0.4060
35 H 0.4047
36 H 0.3965
37 C -1.5993
38 C 2.0933
39 C -2.0720
40 C -1.6689
41 C -0.2523
42 C -0.5540
43 C -0.3862
44 Br -0.2188
45 C 0.1939
46 O 0.0822
47 C -0.1940
48 C 0.0136
49 C 2.2994
50 C -2.1329
51 C -1.8219
52 C -1.7675
53 H 0.4427
54 H 0.3726
55 H 0.3459
56 H 0.4616
57 H 0.4249
58 H 0.3802
59 H 0.4576
60 H 0.3220
61 H 0.3919
62 H 0.4344
63 H 0.3760
64 H 0.3377
65 H 0.5344
66 H 0.1801
67 H 0.4096
68 H 0.3398
69 H 0.4916
70 H 0.3597
71 H 0.4577
72 H 0.4015
73 Cl -0.1607
74 C 1.0780
75 C -1.3133
76 C 1.6786
77 Cl -0.0517
78 C -0.3132
79 Cl -0.1872
80 C 0.5780
81 Cl -0.1625
82 C -0.1158
83 Cl -0.1745

---

Values for total energy, eV, ordered as above
-257736.7319 -251894.3512